A molecular structure, C36H27N4O2PdSb. Source: the Open Molecules 2025 dataset; level of theory: the ωB97M-V functional and the def2-TZVPD basis.

ORCA input file:
```
! wB97M-V def2-TZVPD RIJCOSX def2/J DEFGRID3
* xyz 0 3
H -4.7863 -0.0075 1.2301
O 1.9440 0.7283 4.5889
C -2.3300 -2.3382 5.7019
Pd 0.3136 0.0817 1.1397
C 3.7394 2.8108 -1.8840
N -1.6807 1.2187 1.5064
H 3.0018 2.7031 -5.1857
C -0.4910 -2.4507 -2.5457
H -3.4566 4.0263 1.9194
C 1.8687 1.7495 -3.6382
C 1.6355 -1.6449 -3.3293
C -0.1995 -1.2479 5.4221
C -0.2955 -3.6309 -3.2492
C 0.8620 -3.8229 -3.9907
C -1.6660 -1.6301 3.4562
Sb 0.1890 0.3186 -1.4404
C 3.8540 3.0487 -3.2443
H -1.1248 3.1695 1.8291
C 1.8306 -2.8313 -4.0255
C 3.8643 -1.1762 3.3236
H 2.7390 -2.9755 -4.5971
N -1.9018 -1.7774 2.1602
C 4.7443 -1.8448 2.4844
H -0.8932 -1.9683 7.2880
H -1.0472 -4.4089 -3.2072
C -2.6819 0.3512 1.3546
C 2.9159 2.5177 -4.1225
C -3.2696 2.9747 1.7553
H 0.7186 -0.8475 5.8275
C -2.2629 -1.0835 1.1085
C -3.6772 2.5212 -3.5229
H 1.1436 1.3408 -4.3338
O -2.3249 -1.4948 -0.0587
C -2.7055 0.5991 -2.4440
C -1.9708 2.5040 1.7075
C -4.3097 2.0711 1.5823
C 1.7428 1.5027 -2.2712
C -2.5837 -2.2337 4.3726
H -2.3575 4.1865 -3.8290
H -1.3765 -2.3325 -1.9339
C 3.3473 -1.2401 0.6510
H 5.6206 -2.3345 2.8883
H -2.8241 -0.3894 -2.0198
C 0.4706 -1.4410 -2.5943
C -1.4735 1.2484 -2.3796
N 2.4991 -0.6009 1.4486
H 3.1147 -1.2278 -0.4085
H -4.5323 3.0119 -3.9705
H -0.4179 3.0736 -2.8228
H 4.0258 -1.1126 4.3905
H 4.6714 3.6482 -3.6242
C -2.4591 3.1790 -3.4456
H -4.7489 0.7182 -3.0682
C -3.7976 1.2334 -3.0200
H 1.0118 -4.7470 -4.5344
H 2.6014 1.8613 -0.3338
C -1.1025 -1.8572 6.2322
H -5.3380 2.4082 1.6061
C -0.4459 -1.0587 4.0226
C -1.3625 2.5452 -2.8755
H 4.4654 3.2244 -1.1955
N 0.4120 -0.4009 3.2451
C 4.4787 -1.8863 1.1264
H 5.1296 -2.4074 0.4389
H -3.4924 -2.6358 3.9437
C 1.6704 -0.0011 3.6640
H 2.3994 -0.8770 -3.3727
C -4.0150 0.7358 1.3775
C 2.7438 -0.5885 2.7654
H -3.0533 -2.7991 6.3618
C 2.6866 2.0409 -1.4012
*
```

The total energy is -2125.6444 a.u. The value obtained for the HOMO-LUMO gap (alpha / beta) is 7.23 / 6.70 eV. The value obtained for the energy above the lowest of the compared OMol25 structures with the same formula, charge and spin is 0.392 eV. The calculation puts the max |F| at 0.50 eV/A. As for the expectation value of S²: 2.024.

Here are the Löwdin charges for atoms 1 to 6, given in e: atom 1 (H): 0.12, atom 2 (O): 0.10, atom 3 (C): -0.09, atom 4 (Pd): 0.49, atom 5 (C): -0.09, atom 6 (N): 0.04

A molecular structure, C30H52BaCl2F2NO20S2 at a distorted geometry. Source: the Open Molecules 2025 dataset; level of theory: the ωB97M-V functional and the def2-TZVPD basis.

ORCA input file:
```
! wB97M-V def2-TZVPD RIJCOSX def2/J DEFGRID3
* xyz 0 2
C -0.2115 -6.3971 -2.7742
O -2.2618 4.2041 -0.4257
H 2.4227 -4.1615 -0.0484
O -1.2986 7.3748 -3.9655
F -3.4888 -2.7264 -0.0621
H 2.5056 -2.7507 0.8248
O -2.3620 1.5411 -3.4036
C -1.3859 1.8451 -4.2694
H 3.0964 -1.9203 4.9475
H 2.7108 -3.1783 5.9657
O -2.7014 -1.7786 1.9076
Cl -3.8270 1.5239 2.8601
C 0.4019 -1.1723 4.3146
H 3.7550 4.1021 2.6301
H -4.8850 -2.6926 -2.3362
C -4.2455 -2.6953 -3.2189
S -1.1066 0.0275 0.1797
O 4.4086 5.3477 1.2374
C -0.9458 6.3737 -3.3520
H -4.4968 -5.1226 -3.4104
H 1.6040 0.5705 -5.4500
C 3.3875 4.5550 1.7092
C 0.5673 -3.7335 0.9694
O 3.7689 2.4902 0.4151
H -0.0384 0.4283 7.8576
O -1.3541 -5.5469 -2.6712
H -4.8996 0.1605 5.1174
C -1.4673 -4.8514 0.8541
C 2.3342 -2.1974 5.6757
H 0.8826 7.0329 -4.6788
C -2.9103 0.6602 4.1719
C -1.4131 4.7435 -1.3775
C 2.7846 3.5064 0.7564
C -3.8764 -0.2009 5.0145
H 6.4189 5.5762 0.9859
C -2.5107 -6.0310 -3.2248
O 1.0512 -2.3707 4.9184
O -1.8915 1.2421 0.0894
C 0.6718 -0.1544 8.4442
C -1.7044 5.8024 -2.1943
C 0.3281 5.6480 -3.4106
O 1.9726 2.7482 -6.6316
H 3.4628 -2.7282 -1.9499
C 2.3000 -1.1683 6.8395
H -2.5174 1.4206 4.8468
H 1.5052 0.4285 8.8365
H 0.3364 -0.4137 5.0945
O -3.1303 -3.5558 -3.1366
O -4.1114 -0.4374 0.2644
H 6.0522 4.3335 2.1496
H -2.3523 -6.0765 -4.3023
H -3.9135 -5.0346 -1.8108
H -4.7969 -3.0245 -4.0997
H 4.0072 0.8472 -0.8310
H 3.4062 -1.4217 -0.6599
C -3.5880 -4.9179 -2.8445
H 5.8156 3.9828 0.4971
H 2.0002 3.1036 1.3971
C 1.8290 -3.2679 0.1444
C 0.6186 4.5475 -2.6915
C 0.7615 1.2027 -5.2117
H 0.0306 -0.3760 9.2973
H -0.3908 -7.3471 -2.2707
O 1.0522 -1.2952 7.5961
H 1.0651 -0.6241 3.6455
N -1.6512 -1.2697 -0.4994
C -0.2918 0.8329 -4.2817
C 0.8412 2.3728 -5.9203
H -1.9278 -4.1522 1.5520
H 1.6975 3.4913 -7.1736
H 0.1139 -6.7240 -3.7618
H -2.2115 3.5878 -4.7589
Ba -0.7088 -2.9114 -2.1655
H 2.4690 0.9582 0.0318
H 2.8646 1.8941 -1.4492
H 1.0811 -4.3540 1.7036
H -2.1271 0.8066 -2.8318
H 2.4782 -0.1110 6.6434
H -0.6087 -1.2947 3.9249
H 2.4881 4.0598 -0.1347
S -2.9945 -1.3066 0.5276
C 3.2338 1.5347 -0.4887
H 1.5906 4.1004 -2.8390
H -2.2312 -5.2939 0.2148
C -0.1487 3.9988 -1.5873
H 3.1202 -1.3599 7.5313
O -0.3324 -0.2083 1.3722
H 0.5884 -5.8695 -2.2547
H -2.7279 6.0469 -1.9514
H -2.6280 -7.0516 -2.8605
C 2.9070 -1.9059 -1.4993
C -1.3479 2.9742 -4.9690
H 0.1819 -2.8644 1.5025
H -1.9982 3.2938 -0.2727
O -0.2728 4.5395 -6.3110
H -3.9694 -1.6654 -3.4454
O -0.1475 -0.2116 -3.6731
O -0.4071 -4.3310 0.0956
H -3.9019 -1.2383 4.6811
H 2.7575 -1.1427 -2.2630
O 0.1794 3.0455 -0.9335
O 1.1761 6.2161 -4.2686
H -1.0273 -5.6861 1.3998
Cl -3.0581 -0.2319 6.6428
H -2.0824 0.1274 3.7041
C 5.7035 4.7886 1.2226
C -0.2441 3.4200 -5.8238
H 2.6289 5.3225 1.8627
F 0.0773 0.1797 -0.9375
O 1.6357 -2.4072 -0.9988
*
```

The total energy is -4675.5578 a.u. The value obtained for the HOMO-LUMO gap (alpha / beta) is 4.09 / 6.41 eV. The calculation puts the max |F| at 8.02 eV/A. As for the expectation value of S²: 0.772.

Here are the Löwdin charges for atoms 1 to 6, given in e: atom 1 (C): -0.07, atom 2 (O): 0.08, atom 3 (H): 0.12, atom 4 (O): 0.12, atom 5 (F): -0.22, atom 6 (H): 0.13

A molecular structure, C2H3ClNO3 at a distorted geometry. Source: the Open Molecules 2025 dataset; level of theory: the ωB97M-V functional and the def2-TZVPD basis.

ORCA input file:
```
! wB97M-V def2-TZVPD RIJCOSX def2/J DEFGRID3
* xyz -1 1
O 2.0574 1.2429 1.0577
Cl -0.0038 -1.9001 -2.0776
C -0.3909 0.6504 -0.7222
O 3.6942 0.4368 -0.3479
H -0.2478 0.2409 0.2651
N 1.8197 1.3784 -1.2011
H -1.2697 1.2033 -0.9341
H -0.5132 -0.4468 -1.3740
O 0.5096 1.5077 -1.2637
C 2.6243 0.8983 -0.0516
*
```

The total energy is -818.5874 a.u. The value obtained for the HOMO-LUMO gap (alpha / beta) is 6.30 / 7.95 eV. The value obtained for the energy above the lowest of the compared OMol25 structures with the same formula, charge and spin is 2.579 eV. The calculation puts the max |F| at 4.21 eV/A.

Here are the Löwdin charges for atoms 1 to 6, given in e: atom 1 (O): -0.06, atom 2 (Cl): -0.17, atom 3 (C): -0.17, atom 4 (O): 0.03, atom 5 (H): 0.09, atom 6 (N): 0.20

Q: Among the records above, which one has the highest max |F|?
A: C30H52BaCl2F2NO20S2

Q: The highest max |F| belongs to which entry?
A: C30H52BaCl2F2NO20S2

Q: Which of these has the highest max |F|?
A: C30H52BaCl2F2NO20S2

Q: What is the formula in the second record?
A: C30H52BaCl2F2NO20S2